Here is C9H14N10PdSSe2 as an isolated structure at a distorted geometry from the Open Molecules 2025 dataset. Energies are from wB97M-V/def2-TZVPD.

The geometry in XYZ format:
```
37
Properties=species:S:1:pos:R:3:lowdin_spin:R:1
Pd -0.14766 -0.02437 -0.14203 1.25
Se 0.05629 2.43383 0.55478 0.15
Se -2.54558 -0.14703 0.53730 0.09
S 1.50459 -3.75147 -1.79575 0.01
N -0.27444 -2.03007 -1.20581 0.05
N -0.26019 -0.63080 2.74490 0.00
N 4.10197 -0.46347 -0.58219 0.00
N 0.61410 -0.80178 1.73527 0.16
N 0.40906 -0.43769 3.83282 0.02
N 1.97175 0.02234 -0.55972 0.10
N 3.70640 -0.09828 -1.80859 0.01
N 2.44169 0.16769 -1.81266 0.01
N 1.72657 -0.39956 3.57091 0.01
N 2.98608 -0.64232 1.52723 0.01
C 0.56214 -4.01016 -0.38607 0.00
C 0.37578 2.88343 -1.32213 0.02
C -2.66056 1.65070 1.31010 0.01
C -0.32126 -2.99941 -0.22379 0.01
C 1.83047 -0.60422 2.26784 0.02
C 3.01730 -0.38040 0.17389 0.01
C 0.63976 -2.30834 -2.09554 0.02
C -3.24133 0.25782 -1.25257 0.02
C -1.90197 2.72019 0.54777 0.01
H -3.71765 1.91004 1.35860 0.00
H -1.02106 -2.90358 0.59125 0.00
H 1.44073 2.76640 -1.50236 0.00
H 0.06697 3.91066 -1.49739 0.00
H -0.16322 2.19344 -1.96788 0.01
H -2.52797 0.85383 -1.81582 0.01
H 0.87516 -1.67545 -2.93736 0.00
H 0.72327 -4.86678 0.24667 0.00
H -3.36780 -0.70031 -1.75020 0.00
H -2.27747 1.52919 2.32353 0.00
H 3.86488 -0.64159 2.01459 0.00
H -2.20170 2.76068 -0.49828 0.00
H -2.08373 3.69197 1.00481 0.00
H -4.20135 0.76485 -1.18610 0.00
```

Its expectation value of S² is 2.008. The largest force on an atom is 1.2 eV Å⁻¹. As for the HOMO-LUMO gap (spin up / spin down): 7.83 / 6.22 eV. The spin multiplicity is 3. The value obtained for the LUMO energy (spin up / spin down) is -0.09 / -1.72 eV.

***

Here is C40H64F3IN2O11S4 as an isolated structure at a distorted geometry from the Open Molecules 2025 dataset. Energies are from wB97M-V/def2-TZVPD.

The geometry in XYZ format:
```
125
Properties=species:S:1:pos:R:3:lowdin_charge:R:1
I 14.77900 24.00900 17.73900 -0.35
S 9.48500 21.99300 15.05200 0.61
S 22.30100 18.24500 17.04400 0.67
S 16.70600 15.67500 19.21000 0.61
S 11.45400 16.95800 17.77700 0.70
F 15.37100 17.52100 14.06600 0.05
F 19.03900 26.19700 15.54300 0.08
F 19.62100 23.67200 13.07900 0.01
O 17.41400 20.05900 19.57300 -0.28
O 15.24100 20.51500 15.48300 0.15
O 8.21000 21.28100 15.15700 -0.34
O 9.42200 23.40700 14.89100 -0.29
O 23.74100 18.15200 17.19600 -0.31
O 15.59600 14.85000 18.99300 -0.29
O 16.64900 22.01700 23.49800 0.12
O 21.59800 18.01100 15.78900 -0.33
O 10.80700 17.19200 16.48300 -0.32
O 12.58700 17.79700 18.21500 -0.35
O 17.17600 16.34400 18.05000 -0.30
N 16.54400 21.00400 17.41900 0.00
N 17.89700 20.60500 22.06400 0.02
C 11.79900 16.98600 13.41200 -0.06
C 21.65600 19.81000 17.61000 -0.27
C 20.53400 18.24200 18.92800 -0.16
C 15.54000 18.72000 16.92600 -0.01
C 20.87400 23.49700 17.01800 -0.12
C 9.84800 15.42300 19.39700 -0.10
C 17.82000 21.48700 16.79900 -0.03
C 16.84000 22.75700 21.28100 0.02
C 17.85500 14.58300 20.10600 -0.25
C 17.93900 21.90500 12.81100 -0.02
C 10.63300 21.16900 14.11700 -0.34
C 17.42700 20.72800 13.05600 -0.16
C 17.41300 14.63800 21.43200 -0.30
C 11.70800 21.95900 16.05300 -0.24
C 17.12600 16.11800 21.79000 -0.14
C 20.50300 23.65200 18.39600 -0.08
C 18.16000 19.76100 13.57000 -0.08
C 11.81400 20.97500 14.85500 -0.23
C 11.91800 16.35700 12.17500 -0.10
C 11.81000 15.23300 17.96800 -0.26
C 13.08400 16.18100 11.50000 -0.09
C 20.03200 21.41400 14.00300 0.00
C 19.29400 20.75300 22.30700 -0.06
C 14.32400 16.64600 12.07600 -0.03
C 10.15200 17.00100 18.95800 -0.20
C 19.10200 25.55600 17.87900 0.02
C 10.62300 14.60800 18.35400 -0.28
C 19.21700 22.33200 13.23400 -0.15
C 16.32400 16.75200 20.53100 -0.17
C 19.53500 20.08800 14.00200 -0.06
C 10.30300 21.79900 16.55800 -0.25
C 15.66800 20.08400 16.48200 -0.43
C 19.57700 25.49200 16.55100 -0.19
C 21.61700 17.32200 18.26100 -0.24
C 21.15800 19.57300 18.89200 -0.33
C 14.31100 17.08400 13.36100 -0.26
C 20.46400 24.43500 16.19100 -0.04
C 13.00000 17.34400 13.93000 0.00
C 17.10400 21.80800 22.36600 -0.38
C 19.64700 24.70200 18.84600 -0.06
H 18.23800 16.54800 21.78500 0.15
H 17.59000 19.73600 22.38800 0.14
H 10.13500 20.73500 16.77100 0.11
H 10.28100 15.44700 20.42300 0.12
H 22.42700 17.05000 18.81400 0.07
H 15.75800 22.88700 21.35500 0.12
H 10.21100 20.21600 13.81000 0.11
H 20.31900 19.46600 14.23600 0.05
H 20.85300 20.24100 16.72900 0.17
H 18.26500 20.60700 16.16600 0.11
H 17.33500 23.60800 21.28000 0.03
H 21.19700 16.36300 18.01600 0.12
H 16.91500 20.67100 18.39800 0.03
H 12.92500 17.86300 14.85400 0.08
H 20.68100 22.94500 19.30500 0.11
H 16.48900 14.20500 21.52300 0.09
H 20.83000 21.80600 14.56400 0.07
H 8.86800 15.10700 19.36100 0.08
H 17.64700 13.63500 19.72900 0.09
H 18.40900 26.06900 18.15400 0.01
H 18.15900 14.14200 22.11100 0.15
H 16.60300 16.16800 22.60300 0.04
H 17.57200 22.19600 16.10300 0.05
H 17.06700 17.62900 20.45900 0.10
H 12.69800 21.05400 14.10800 0.16
H 17.58800 19.31700 19.00300 -0.03
H 10.06600 17.75900 19.83300 0.14
H 14.60000 18.29800 16.67400 0.05
H 9.88000 22.58800 17.15000 0.12
H 9.41700 17.47800 18.36000 0.06
H 20.25300 17.84200 20.02300 0.16
H 10.95000 17.15000 13.74200 0.02
H 17.38900 22.40600 12.18900 0.07
H 17.91900 20.38700 20.89700 0.11
H 16.42100 18.08500 16.40800 0.16
H 11.81400 22.95100 15.79300 0.07
H 19.76200 21.75000 21.92800 0.14
H 20.05000 20.03300 22.07500 0.08
H 13.30600 15.44200 10.66700 0.12
H 21.42400 22.71400 16.59000 0.07
H 20.83100 24.23400 15.19400 0.11
H 19.71000 18.16300 18.35000 0.07
H 20.39800 20.26500 18.89100 0.07
H 19.17400 24.72100 19.81100 0.09
H 10.07800 14.36800 17.44700 0.14
H 21.85000 19.97800 19.65400 0.15
H 18.45200 21.80200 17.64100 0.08
H 12.40500 21.61300 16.96900 0.14
H 22.62500 20.48000 17.73100 0.16
H 10.51500 21.90700 13.23700 0.15
H 18.99100 14.97900 20.10000 0.17
H 19.49000 20.76100 23.41600 0.11
H 15.34700 16.83200 20.65300 0.05
H 12.05400 14.83000 17.02100 0.11
H 16.40900 20.34900 12.92700 0.13
H 11.61400 19.98300 15.38400 0.13
H 15.97700 21.91900 17.28400 -0.08
H 12.71600 15.08800 18.64300 0.14
H 10.95100 16.13100 11.76900 0.10
H 15.34500 18.71500 18.00100 0.09
H 15.29400 16.49100 11.37100 0.16
H 17.29300 22.38500 20.26700 0.12
H 10.73700 13.76800 18.78100 0.06
H 17.77000 18.67300 13.74400 0.14
```

The largest force on an atom is 10.9 eV Å⁻¹. Its energy relative to the best compared isomer or geometry (same formula, charge and spin) is 1.0196 eV. As for the HOMO-LUMO gap: 6.08 eV. The value obtained for the LUMO energy is -0.84 eV.

***

Here is a 2-piece molecular cluster, CHClO3 overall at a distorted geometry from the Open Molecules 2025 dataset. Energies are from wB97M-V/def2-TZVPD.

The geometry in XYZ format:
```
6
Properties=species:S:1:pos:R:3:nbo_charge:R:1
Cl -1.77429 -0.83333 -0.87812 0.21
O 0.07439 1.43573 1.56279 -0.36
O -0.74435 0.72708 0.88960 -0.08
O 1.22248 -0.61918 -1.16046 -0.77
C -0.63571 -0.11768 0.01922 0.54
H 1.85748 -0.59262 -0.43304 0.45
```

The largest force on an atom is 4.1 eV Å⁻¹. Its energy relative to the best compared isomer or geometry (same formula, charge and spin) is 8.2811 eV. As for the HOMO-LUMO gap (spin up / spin down): 7.97 / 7.97 eV. The value obtained for the LUMO energy (spin up / spin down) is -2.37 / -2.37 eV.

***

Here is a 2-piece molecular cluster, C5H13N2 overall at a distorted geometry from the Open Molecules 2025 dataset. Energies are from wB97M-V/def2-TZVPD.

The geometry in XYZ format:
```
20
Properties=species:S:1:pos:R:3:nbo_charge:R:1
N -0.25317 0.47092 -0.98744 -0.75
N 1.04989 -1.50832 0.17628 -0.86
C 2.67504 -0.16255 1.32117 -0.45
C -1.75403 1.78331 0.45381 -0.68
C -2.50917 -0.28231 -0.83315 -0.37
C -1.62081 0.61632 -0.41010 0.14
C 2.37156 -0.98892 0.28986 -0.04
H -1.52155 2.69389 -0.11549 0.24
H -0.23290 0.49517 -2.02637 0.44
H 0.26044 -0.42422 -0.66938 0.46
H -2.27819 -1.01650 -1.61456 0.22
H -2.73745 1.89809 0.88875 0.27
H 0.45201 -1.39936 0.99380 0.39
H 3.03929 -1.20343 -0.57314 0.23
H 0.29758 1.23945 -0.58231 0.43
H -1.03932 1.80000 1.24601 0.23
H 1.93764 0.00014 2.15566 0.20
H 3.71344 0.10143 1.49888 0.24
H 1.06108 -2.49017 -0.04396 0.41
H -3.50471 -0.22781 -0.40924 0.24
```

The largest force on an atom is 2.4 eV Å⁻¹. Its energy relative to the best compared isomer or geometry (same formula, charge and spin) is 2.3867 eV. As for the HOMO-LUMO gap: 10.05 eV. The value obtained for the LUMO energy is -3.02 eV. As for the net charge: +1.

***

Here is C21H22BrN6O8P2RuS as an isolated structure at a distorted geometry from the Open Molecules 2025 dataset. Energies are from wB97M-V/def2-TZVPD.

The geometry in XYZ format:
```
62
Properties=species:S:1:pos:R:3:lowdin_spin:R:1
Ru -0.12414 0.67683 0.17298 2.38
Br -1.76670 -2.76231 -0.89878 0.00
S -0.49983 3.10794 0.89612 0.59
P -0.62438 1.05797 -2.75536 0.01
P -3.23426 1.11945 -1.11994 0.01
O -3.31391 2.73991 -1.09983 0.01
O -0.15830 -0.00768 -1.76919 0.03
O 0.23640 0.29722 4.19396 0.03
O 0.63220 0.61746 2.01837 0.14
O -0.13580 0.62647 -4.21148 0.00
O -4.55829 0.49111 -1.15050 0.01
O -0.30113 2.48118 -2.49314 0.02
O -2.21599 0.68586 -0.08728 0.08
N 1.38847 4.84507 0.55921 0.17
N 2.04736 2.67318 -0.00021 0.02
N 2.48234 5.33958 0.06652 0.24
N -2.85254 2.24995 -3.58373 0.00
N -0.99513 -1.29745 1.31920 0.07
N 1.76219 1.48095 -0.16870 0.00
C -2.60245 -2.65690 3.12024 0.00
C -2.63611 -2.96891 1.77313 0.00
C -0.95007 -1.02937 2.62982 0.01
C 4.86789 -1.09073 -1.27993 0.00
C 5.04107 0.28313 -1.40917 0.00
C 4.63936 5.15252 -0.99361 0.03
C 3.27114 4.93539 -1.05341 0.01
C -3.01645 -0.22152 -3.56701 0.00
C 5.42453 4.81803 -2.08811 0.00
C 4.03035 1.15194 -1.04516 0.00
C -1.80422 -2.26280 0.91853 0.01
C 2.66878 4.41613 -2.19319 0.03
C -2.46049 0.98786 -2.83072 0.00
C 0.03533 0.03397 3.04051 0.01
C 2.64945 -0.74721 -0.43436 0.01
C 3.67530 -1.60481 -0.79186 0.00
C 1.02906 3.57120 0.39402 0.07
C 2.83785 0.62442 -0.55406 0.01
C 4.84203 4.27380 -3.22329 0.03
C -1.72796 -1.67745 3.56531 0.00
C 3.46637 4.07642 -3.27194 0.00
H 1.71974 -1.15159 -0.05055 0.01
H -3.24283 -3.18428 3.81423 0.00
H 2.68656 6.25602 0.44415 0.00
H 0.12091 -0.30070 -4.29496 0.00
H -2.68053 -1.12838 -3.06793 0.00
H -3.82241 3.09882 -0.36196 0.00
H -2.66500 -0.24634 -4.60100 0.00
H 1.59937 4.26426 -2.24323 0.00
H 5.08772 5.56370 -0.09770 0.00
H -3.82217 2.50863 -3.38848 0.00
H -4.10533 -0.22462 -3.53460 0.00
H 3.54128 -2.67253 -0.68764 0.00
H 3.00437 3.66430 -4.15940 0.00
H -2.23917 3.00624 -3.24562 0.00
H -1.63157 -1.40185 4.60521 0.00
H 5.97083 0.67696 -1.79689 0.00
H 4.15292 2.22039 -1.14546 0.00
H 5.45710 4.01196 -4.07366 0.00
H 6.49292 4.98118 -2.04813 0.00
H 5.66724 -1.76186 -1.56430 0.00
H -2.72565 2.12936 -4.58981 0.00
H -3.28067 -3.74129 1.38189 0.00
```

Its expectation value of S² is 6.057. The largest force on an atom is 1.0 eV Å⁻¹. Its energy relative to the best compared isomer or geometry (same formula, charge and spin) is 0.0000 eV. As for the HOMO-LUMO gap (spin up / spin down): 6.67 / 6.58 eV. The spin multiplicity is 5. The value obtained for the LUMO energy (spin up / spin down) is -4.28 / -5.21 eV. As for the net charge: +1.

***

Here is C7H20O13V3 as an isolated structure at a distorted geometry from the Open Molecules 2025 dataset. Energies are from wB97M-V/def2-TZVPD.

The geometry in XYZ format:
```
43
Properties=species:S:1:pos:R:3:lowdin_charge:R:1
V 1.38178 0.03637 -3.20209 0.91
V 1.30949 -0.89940 0.93152 1.06
V 2.68047 2.35889 -0.02166 1.07
O -2.36574 -5.43269 0.38031 -0.05
O 0.38630 -0.22303 -1.06126 -0.07
O 1.96356 -2.31728 0.55978 -0.25
O 0.67814 1.23244 0.44498 -0.12
O -0.55180 1.05701 -3.97477 -0.02
O 0.83383 -1.42861 -3.54673 -0.27
O 1.17902 2.40095 2.81668 -0.09
O 1.26895 1.64344 -1.59285 -0.10
O 3.90214 2.38101 -1.05669 -0.25
O 3.33269 -0.56142 -2.27631 -0.02
O 2.35980 3.86967 0.39088 -0.19
O 2.13447 0.60047 -4.42577 -0.24
O 0.14179 -0.99341 2.00396 -0.19
C 0.48105 1.02328 -0.77928 -0.73
C -3.16690 -4.68028 -1.74513 -0.06
C 0.25085 3.18252 3.59389 -0.45
C -1.15980 2.87331 3.09560 -0.05
C 0.57340 4.65898 3.45179 -0.05
C -1.62513 -3.23143 -0.33982 -0.05
C -2.00668 -4.65446 -0.77913 -0.47
H -1.32773 3.13895 2.04750 0.09
H -1.02751 1.10780 -4.81422 0.11
H -1.94644 -5.01037 1.13561 0.07
H 4.15017 -0.99702 -2.55956 0.13
H -3.49866 -5.70028 -1.92898 0.08
H 3.43391 -0.43756 -1.33061 0.05
H -1.11305 -2.59515 -1.05994 0.06
H -0.89535 1.78602 -3.44136 0.09
H 0.33150 2.91264 4.64694 0.14
H -1.15000 -5.19324 -1.19962 0.13
H -3.98945 -4.03936 -1.42661 0.08
H -1.36083 1.80209 3.19503 0.08
H -2.86124 -4.29773 -2.72477 0.08
H -0.05416 5.34598 4.01806 0.09
H 0.61941 5.04281 2.43055 0.08
H 0.65672 2.03201 2.10391 0.00
H -1.91685 3.41971 3.65871 0.09
H -1.05695 -3.26263 0.59631 0.06
H -2.56473 -2.74491 -0.05678 0.09
H 1.58955 4.79392 3.84191 0.08
```

The largest force on an atom is 6.9 eV Å⁻¹. Its energy relative to the best compared isomer or geometry (same formula, charge and spin) is 0.5327 eV. As for the HOMO-LUMO gap: 4.56 eV. The value obtained for the LUMO energy is -7.42 eV. As for the net charge: +1.